# 1
Density functional theory data (wB97M-V/def2-TZVPD) for one molecule with the formula C4H6NO2P.

Output
Total charge ... 0
SMILES string ... [H]/N=C/P1C=COCO1

```
14
C4H6NO2P, DFT wB97M-V/def2-TZVPD
C -1.767 -0.908 0.379
C -0.895 -1.584 -0.356
C 1.476 0.005 -1.002
C -1.166 1.398 0.008
N 1.908 1.143 -0.674
O -1.879 0.431 0.675
O -0.977 1.234 -1.396
P -0.145 -0.158 -1.857
H -2.583 -1.206 1.016
H -0.913 -2.700 -0.542
H 1.989 -0.854 -0.711
H -1.718 2.419 0.064
H -0.233 1.429 0.520
H 2.867 1.263 -0.362
```

Löwdin analysis output, partial charges in e: atom 1 (C): -0.261, atom 2 (C): -0.119, atom 3 (C): -0.449, atom 4 (C): -0.306, atom 5 (N): 0.032, atom 6 (O): -0.080, atom 7 (O): -0.373, atom 8 (P): 1.021, atom 9 (H): 0.116, atom 10 (H): 0.064, atom 11 (H): 0.042, atom 12 (H): 0.168, atom 13 (H): 0.092, atom 14 (H): 0.050

---

# 2
Density functional theory data (wB97M-V/def2-TZVPD) for a 2-piece molecular cluster, C3F5IO overall.

Output
Total charge ... 0
SMILES string ... FC(F)=C(F)I.O=C(F)F

```
10
C3F5IO, DFT wB97M-V/def2-TZVPD
C -1.286 1.417 -0.095
C 1.709 -1.818 -0.828
C -1.334 1.161 1.199
O 0.881 -1.376 -0.243
F -0.203 1.211 -0.800
F -2.320 1.791 -0.846
F 1.579 -2.728 -1.747
F 2.998 -1.561 -0.813
F -2.382 1.415 1.962
I 0.358 0.487 2.211
```

Löwdin analysis output, partial charges in e: atom 1 (C): -0.443, atom 2 (C): -0.657, atom 3 (C): -0.719, atom 4 (O): 0.181, atom 5 (F): 0.103, atom 6 (F): 0.140, atom 7 (F): 0.191, atom 8 (F): 0.183, atom 9 (F): 0.010, atom 10 (I): 1.011

---

Looking at ΔE to the lowest compared entry with this formula, charge and spin for the records above, in order, we have 3.774; 0.093 eV.